No. 1
Molecular formula: C36H39FN6O5PTi
Method: DFT, ωB97M-V/def2-TZVPD

Structure (XYZ):
```
89
Properties=species:S:1:pos:R:3
Ti 0.74 0.08 -0.05
O 0.95 -0.91 1.67
N 1.35 -0.32 2.73
N 1.47 0.91 2.53
O 1.11 1.37 1.38
C 2.09 1.81 3.45
C 2.24 3.13 3.07
C 2.87 4.01 3.94
C 3.33 3.56 5.17
C 3.17 2.23 5.53
C 2.54 1.34 4.68
H 1.90 3.46 2.10
H 3.01 5.04 3.65
H 3.83 4.25 5.84
H 3.53 1.87 6.49
H 2.42 0.30 4.94
O -1.60 0.09 0.18
C -2.23 1.34 -0.18
C -1.07 2.28 -0.67
O -1.21 3.49 -0.68
O -0.06 1.62 -1.10
C -2.94 1.88 1.05
C -2.17 2.47 2.05
C -2.77 2.87 3.23
C -4.14 2.69 3.42
C -4.90 2.11 2.42
C -4.30 1.70 1.24
C -3.13 1.12 -1.38
C -3.37 -0.14 -1.90
C -4.18 -0.30 -3.01
C -4.76 0.80 -3.62
C -4.52 2.07 -3.10
C -3.71 2.24 -1.99
H -1.83 -0.10 1.10
H -1.11 2.62 1.90
H -2.17 3.33 4.01
H -4.60 3.02 4.34
H -5.96 1.97 2.57
H -4.90 1.24 0.46
H -2.91 -1.00 -1.43
H -4.36 -1.29 -3.40
H -5.40 0.68 -4.48
H -4.97 2.94 -3.57
H -3.52 3.22 -1.59
C -1.13 -5.45 -0.58
N -0.11 -5.17 0.42
C 1.19 -5.56 -0.12
N 1.52 -4.94 -1.39
C 0.44 -5.22 -2.34
N -0.88 -4.82 -1.87
C -1.00 -3.36 -1.79
P 0.22 -2.62 -0.60
C -0.12 -3.76 0.82
C 1.72 -3.50 -1.24
H -2.10 -5.12 -0.20
H -1.16 -6.53 -0.74
H 1.18 -6.65 -0.26
H 1.97 -5.32 0.61
H 0.42 -6.30 -2.52
H 0.66 -4.72 -3.29
H -2.02 -3.12 -1.47
H -0.85 -2.92 -2.77
H -1.09 -3.52 1.26
H 0.63 -3.58 1.59
H 2.55 -3.32 -0.55
H 2.00 -3.06 -2.20
F 6.30 2.27 2.75
C 5.45 1.69 1.87
C 5.01 2.42 0.78
C 4.14 1.83 -0.12
C 3.70 0.51 0.05
C 2.70 -0.08 -0.85
C 4.18 -0.20 1.16
C 5.06 0.38 2.06
H 5.34 3.45 0.66
H 3.77 2.41 -0.96
H 2.91 -1.13 -1.07
H 2.65 0.45 -1.82
H 3.85 -1.22 1.32
H 5.43 -0.16 2.92
C -1.28 1.07 -5.69
C -0.90 1.34 -4.24
C -0.21 0.24 -3.61
N 0.32 -0.62 -3.05
H -1.81 1.93 -6.10
H -1.94 0.20 -5.76
H -0.40 0.89 -6.31
H -1.79 1.53 -3.63
H -0.26 2.22 -4.14
```

HOMO level (spin up / spin down) (eV): -7.1 / -7.2
<S²>: 0.76
HOMO-LUMO gap (spin up / spin down) (eV): 7.155 / 7.205
Total charge: 0
LUMO level (spin up / spin down) (hartree): 0.0012 / -0.0013
Multiplicity: 2

Results of the Mulliken charge analysis, in e, for atoms 1 through 5: Ti -0.269; O -0.210; N -1.236; N 1.786; O -0.064

No. 2
Molecular formula: C36H39N3O6ReS2Sb2SeTe
Method: DFT, ωB97M-V/def2-TZVPD

Structure (XYZ):
```
91
Properties=species:S:1:pos:R:3
Re -0.65 1.93 0.42
C -0.58 -3.08 4.41
Sb -0.23 -1.62 2.87
C 1.84 -1.38 3.37
C 0.01 -3.17 1.34
C 1.36 -3.79 1.41
C 1.56 -4.94 2.16
C 2.81 -5.53 2.29
C 3.91 -4.98 1.64
C 3.75 -3.84 0.89
C 2.49 -3.20 0.76
C 2.39 -2.01 0.04
Sb 3.63 1.69 -0.04
C 3.99 3.67 -0.75
C 4.92 0.77 -1.51
H 0.35 -3.59 4.65
H -1.32 -3.80 4.07
H -0.96 -2.59 5.31
H 2.31 -2.36 3.41
H 1.90 -0.89 4.35
H 2.34 -0.75 2.64
H -0.23 -2.72 0.38
H -0.75 -3.91 1.59
H 0.70 -5.38 2.66
H 2.92 -6.43 2.89
H 4.88 -5.44 1.73
H 4.61 -3.39 0.39
H 1.46 -1.48 -0.07
H 3.28 -1.61 -0.43
H 4.14 3.69 -1.82
H 4.91 4.00 -0.25
H 3.17 4.32 -0.46
H 4.41 0.62 -2.46
H 5.29 -0.19 -1.15
H 5.76 1.44 -1.68
O -2.96 -0.02 -2.24
S -2.25 -0.44 -1.06
O -0.90 -0.92 -1.22
N -2.22 0.75 0.07
C -3.47 1.35 0.43
C -4.72 1.02 0.01
C -5.85 1.70 0.55
C -5.72 2.66 1.50
C -4.43 3.02 1.96
C -4.18 3.99 2.95
C -2.89 4.26 3.33
C -1.83 3.59 2.68
N -2.05 2.69 1.75
C -3.33 2.38 1.40
C -3.17 -1.76 -0.32
C -3.60 -2.76 -1.17
C -4.27 -3.86 -0.64
C -4.50 -3.93 0.72
C -4.08 -2.91 1.56
C -3.41 -1.81 1.04
H -4.88 0.27 -0.75
H -6.83 1.42 0.18
H -6.59 3.16 1.91
H -5.01 4.52 3.40
H -2.66 5.01 4.08
H -0.80 3.82 2.91
H -3.42 -2.69 -2.24
H -4.61 -4.65 -1.30
H -5.02 -4.79 1.14
H -4.28 -2.96 2.63
H -3.09 -1.01 1.69
S 2.41 2.35 3.92
C 1.34 1.98 2.79
N 0.56 1.68 1.95
C 1.68 -0.17 -2.90
Te 1.24 1.36 -1.50
C 1.49 2.75 -3.07
C 1.95 1.94 -4.26
C 2.26 2.59 -5.46
C 2.66 1.86 -6.56
C 2.75 0.47 -6.48
C 2.45 -0.18 -5.30
C 2.04 0.55 -4.18
H 0.79 -0.78 -2.98
H 2.49 -0.79 -2.52
H 2.21 3.49 -2.74
H 0.54 3.26 -3.23
H 2.18 3.66 -5.51
H 2.90 2.37 -7.48
H 3.06 -0.10 -7.35
H 2.51 -1.26 -5.24
O -0.21 5.40 -2.08
Se -0.61 4.50 -0.81
O -1.41 5.21 0.39
O 0.70 3.60 -0.16
O -1.35 3.05 -1.27
```

HOMO level (spin up / spin down) (eV): -7.2 / -7.2
<S²>: 0.79
HOMO-LUMO gap (spin up / spin down) (eV): 6.391 / 6.375
Total charge: 0
LUMO level (spin up / spin down) (hartree): -0.0280 / -0.0298
Multiplicity: 2

Results of the Mulliken charge analysis, in e, for atoms 1 through 5: Re 1.340; C -1.375; Sb 0.737; C -1.330; C -1.786

No. 3
Molecular formula: C36H39N3O6ReS2Sb2SeTe
Method: DFT, ωB97M-V/def2-TZVPD

Structure (XYZ):
```
91
Properties=species:S:1:pos:R:3
Re 0.69 -1.34 -0.53
C 2.07 5.33 -2.33
Sb 0.72 3.94 -1.35
C 0.72 5.10 0.46
C -1.07 4.86 -2.29
C -1.97 5.45 -1.25
C -1.75 6.78 -0.86
C -2.45 7.37 0.18
C -3.39 6.63 0.87
C -3.64 5.32 0.48
C -2.98 4.72 -0.60
C -3.48 3.37 -1.07
Sb -2.21 1.54 -1.10
C -3.96 0.29 -1.27
C -2.19 1.40 1.06
H 1.73 6.35 -2.16
H 2.11 5.12 -3.40
H 3.07 5.21 -1.91
H 0.61 6.16 0.24
H 1.67 4.92 0.97
H -0.10 4.78 1.11
H -1.54 4.07 -2.87
H -0.66 5.62 -2.95
H -1.00 7.35 -1.40
H -2.25 8.40 0.45
H -3.95 7.07 1.68
H -4.40 4.75 1.00
H -3.76 3.41 -2.13
H -4.33 3.05 -0.48
H -4.87 0.90 -1.29
H -3.98 -0.38 -0.41
H -3.90 -0.31 -2.17
H -3.23 1.43 1.41
H -1.63 2.23 1.50
H -1.73 0.46 1.35
O 3.66 -4.05 1.28
S 2.52 -3.19 1.30
O 1.22 -3.82 1.27
N 2.53 -2.10 0.05
C 3.51 -2.04 -0.97
C 4.69 -2.75 -1.07
C 5.54 -2.58 -2.18
C 5.24 -1.72 -3.20
C 4.04 -0.98 -3.14
C 3.60 -0.10 -4.16
C 2.41 0.56 -4.05
C 1.62 0.34 -2.91
N 2.00 -0.47 -1.94
C 3.20 -1.15 -2.03
C 2.61 -2.16 2.72
C 1.45 -1.72 3.34
C 1.55 -0.89 4.45
C 2.81 -0.51 4.92
C 3.96 -0.95 4.28
C 3.86 -1.79 3.18
H 4.95 -3.45 -0.30
H 6.45 -3.17 -2.23
H 5.90 -1.61 -4.05
H 4.22 0.02 -5.04
H 2.05 1.21 -4.83
H 0.65 0.82 -2.81
H 0.48 -2.01 2.96
H 0.66 -0.54 4.95
H 2.88 0.14 5.78
H 4.93 -0.65 4.64
H 4.75 -2.16 2.67
S 1.27 2.25 2.47
C 1.04 1.08 1.43
N 0.84 0.19 0.66
C -1.54 -3.63 2.47
Te -1.52 -2.60 0.59
C -1.52 -4.60 -0.15
C -2.35 -5.34 0.86
C -3.09 -6.46 0.52
C -3.82 -7.13 1.50
C -3.79 -6.68 2.81
C -3.07 -5.55 3.15
C -2.35 -4.87 2.17
H -1.99 -3.02 3.25
H -0.52 -3.89 2.77
H -0.48 -4.93 -0.14
H -1.90 -4.62 -1.16
H -3.12 -6.81 -0.51
H -4.40 -8.00 1.23
H -4.35 -7.21 3.58
H -3.07 -5.18 4.17
O 0.52 -2.93 -1.82
Se -0.66 -2.22 -2.81
O -0.01 -1.54 -4.11
O -1.11 -0.98 -1.67
O -1.90 -3.20 -3.08
```

HOMO level (spin up / spin down) (eV): -7.7 / -7.7
<S²>: 3.79
HOMO-LUMO gap (spin up / spin down) (eV): 6.976 / 5.880
Total charge: 0
LUMO level (spin up / spin down) (hartree): -0.0271 / -0.0672
Multiplicity: 4

Results of the Mulliken charge analysis, in e, for atoms 1 through 5: Re 0.689; C -1.342; Sb 0.675; C -1.412; C -1.691

E_tot values, unit eV, following the record order: -92264.244; -164231.033; -164232.293.
ΔE to the lowest compared entry with this formula, charge and spin values, unit eV, following the record order: 2.382; 1.521; 0.000.
M values, unit g mol⁻¹, following the record order: 733.58; 1310.14; 1310.14.